1.
{
  "formula": "H4NO3PS",
  "method": "ωB97M-V/def2-TZVPD",
  "energy_ha": -1022.1090,
  "de_lowest_kcal_mol": 205.4,
  "homo_lumo_gap_ev": [6.736, 7.683],
  "largest_force_ev_per_a": 4.12,
  "symbols": ["N", "O", "O", "O", "P", "S", "H", "H", "H", "H"],
  "positions_angstrom": [[-1.0378, -0.2900, -0.8003], [0.5626, -1.5417, 1.3980], [0.7207, -0.3137, 1.9140], [1.4575, 0.5307, 1.0405], [1.4833, 0.0097, -0.5196], [-1.9434, 0.9813, -1.2357], [-0.9821, -0.9895, -1.6229], [0.0071, -1.1781, 0.6302], [1.5880, 1.3666, -0.8098], [-1.8558, 1.4247, 0.0057]],
  "atomic_forces_ev_per_a": [[2.4, -3.1, -1.2], [-0.7, -0.3, -2.5], [0.1, 1.6, 3.1], [0.2, 0.2, -0.3], [-0.5, -0.2, -0.6], [-0.5, 1.0, -0.3], [-0.1, 1.5, 1.6], [-0.5, -2.0, 0.4], [0.1, 0.5, -0.6], [-0.5, 0.8, 0.4]],
  "mulliken_charge": [-0.56, -0.30, -0.05, -0.13, 0.16, -0.08, 0.25, 0.52, 0.06, 0.14]
}


2.
{
  "formula": "H4NO3PSi",
  "method": "ωB97M-V/def2-TZVPD",
  "charge": -2,
  "energy_ha": -913.7815,
  "de_lowest_kcal_mol": 8.6,
  "homo_lumo_gap_ev": 6.920,
  "largest_force_ev_per_a": 3.01,
  "symbols": ["N", "O", "O", "O", "Si", "P", "H", "H", "H", "H"],
  "positions_angstrom": [[0.1608, 0.3561, -0.9962], [-0.1245, 2.6883, 0.3948], [-2.1242, 0.9732, -0.0518], [0.0729, 0.3556, 1.4761], [0.5742, -0.8015, 0.2522], [-0.6417, 1.2832, 0.2536], [-0.3102, 0.0656, -1.8597], [2.0091, -0.6023, 0.5904], [0.8285, -2.6066, -0.9172], [-0.4446, -1.7117, 0.8578]],
  "atomic_forces_ev_per_a": [[0.4, -0.4, 0.6], [-0.5, -0.2, -0.1], [1.4, 0.9, 1.2], [-1.2, 1.7, -2.2], [0.2, -1.7, 0.0], [-1.2, -0.2, -0.4], [0.0, 0.4, 1.0], [0.3, -0.9, 0.0], [0.3, 0.9, 0.1], [0.3, -0.6, -0.2]],
  "mulliken_charge": [-0.44, -0.79, -0.80, -0.51, -0.25, 0.84, 0.27, -0.18, -0.01, -0.11]
}


3.
{
  "formula": "H4NP",
  "method": "ωB97M-V/def2-TZVPD",
  "energy_ha": -398.3568,
  "de_lowest_kcal_mol": 75.8,
  "homo_lumo_gap_ev": [9.469, 7.331],
  "largest_force_ev_per_a": 1.82,
  "symbols": ["N", "P", "H", "H", "H", "H"],
  "positions_angstrom": [[0.7947, -0.8489, -0.0611], [-0.8752, -0.6406, 0.0713], [1.0797, -1.4061, -0.8061], [1.5783, -0.7301, 0.5783], [-2.4878, 1.2423, -1.2855], [-0.9988, -0.4299, 1.4494]],
  "atomic_forces_ev_per_a": [[0.1, 0.7, 1.4], [-0.2, -0.3, -0.6], [0.4, -0.9, -1.6], [-0.8, 0.3, 0.1], [0.3, -0.1, 0.2], [0.3, 0.3, 0.4]],
  "mulliken_charge": [-0.40, -0.04, 0.23, 0.23, -0.05, 0.02]
}


4.
{
  "formula": "H4NP",
  "method": "ωB97M-V/def2-TZVPD",
  "smiles": "N=[PH3]",
  "energy_ha": -398.3841,
  "de_lowest_kcal_mol": 58.7,
  "homo_lumo_gap_ev": 9.002,
  "largest_force_ev_per_a": 5.19,
  "symbols": ["N", "P", "H", "H", "H", "H"],
  "positions_angstrom": [[-1.5906, 0.1334, 0.1973], [0.2654, -0.1293, 0.1625], [-1.6197, -0.1440, -0.7776], [1.2709, -1.0005, 0.7151], [0.8276, 1.0221, 0.7513], [0.8464, 0.1183, -1.0484]],
  "atomic_forces_ev_per_a": [[5.1, -1.1, 0.3], [-3.3, 2.2, 1.4], [-0.9, -0.3, -0.7], [-0.9, -0.3, -0.2], [-0.2, -0.2, 0.2], [0.2, -0.3, -1.0]],
  "mulliken_charge": [-0.50, 0.08, 0.16, 0.10, 0.08, 0.08]
}


5.
{
  "formula": "H4NS",
  "method": "ωB97M-V/def2-TZVPD",
  "charge": -1,
  "energy_ha": -455.3734,
  "de_lowest_kcal_mol": 0.8,
  "homo_lumo_gap_ev": 7.525,
  "largest_force_ev_per_a": 0.89,
  "symbols": ["N", "H", "H", "H", "S", "H"],
  "positions_angstrom": [[0.3307, 1.1132, -0.6924], [0.2033, 0.2519, -0.1175], [-0.1053, 0.8178, -1.5631], [-0.3348, 1.7402, -0.2307], [-0.2505, -1.9884, 0.6610], [0.1566, -1.9347, 1.9426]],
  "atomic_forces_ev_per_a": [[-0.5, -0.4, 0.7], [0.5, 0.2, -0.2], [-0.1, 0.3, 0.0], [0.1, 0.0, -0.4], [-0.1, -0.1, 0.1], [0.0, 0.0, -0.1]],
  "mulliken_charge": [-0.70, 0.22, 0.22, 0.19, -0.89, -0.05]
}


6.
{
  "formula": "H4Na2O14S3",
  "method": "ωB97M-V/def2-TZVPD",
  "charge": -3,
  "spin_multiplicity": 2,
  "energy_ha": -2575.0190,
  "homo_lumo_gap_ev": [4.260, 3.892],
  "largest_force_ev_per_a": 6.77,
  "s2": 0.761,
  "symbols": ["Na", "Na", "S", "O", "O", "O", "O", "S", "O", "O", "O", "O", "S", "O", "O", "O", "O", "O", "H", "H", "O", "H", "H"],
  "positions_angstrom": [[-9.2997, -8.5582, -11.0386], [-9.0051, -7.9821, -8.1721], [-6.3436, -7.0271, -10.9302], [-5.4199, -5.9769, -10.4685], [-7.2989, -7.4388, -9.8988], [-6.9654, -6.5552, -12.1731], [-5.5565, -8.1844, -11.2703], [-8.5610, -11.0506, -9.6526], [-7.6082, -11.5075, -8.6135], [-9.4443, -10.0991, -9.1007], [-7.8096, -10.3443, -10.7002], [-9.3573, -12.1598, -10.1648], [-11.0770, -5.6961, -9.5822], [-10.3225, -6.9023, -9.7812], [-10.2066, -4.5775, -9.2914], [-11.8125, -5.4385, -10.8100], [-11.9957, -5.8189, -8.4729], [-12.1938, -7.9909, -11.6653], [-11.7757, -7.1867, -11.3577], [-13.0559, -7.9875, -11.2493], [-9.3144, -7.3954, -13.3007], [-8.5353, -7.0605, -12.8568], [-9.7397, -6.6165, -13.6594]],
  "atomic_forces_ev_per_a": [[-0.3, -0.1, 0.1], [-0.2, -0.2, -1.0], [-3.1, 2.0, -0.2], [0.8, -0.4, 0.5], [0.3, 0.6, -0.2], [-0.5, 0.1, 0.3], [2.8, -2.2, -0.2], [3.5, -3.3, -0.6], [0.2, -0.3, 0.3], [-3.9, 4.7, 2.9], [0.5, 0.3, -1.6], [-0.3, -1.1, -0.7], [-1.0, 3.2, 0.6], [2.4, -3.6, 0.1], [1.8, 1.4, 0.3], [-1.2, 0.1, -2.1], [-1.7, -1.1, 1.9], [-0.4, -1.6, -1.0], [0.1, 1.2, 0.3], [0.1, 0.2, 0.2], [-0.6, -0.6, -0.5], [1.0, 0.5, 0.3], [-0.3, 0.1, 0.3]],
  "mulliken_charge": [0.77, 0.98, 1.15, -0.56, -0.42, -0.84, -0.40, 1.16, -0.81, -0.76, -0.74, -0.76, 1.12, -0.54, -0.80, -0.91, -0.80, -0.65, 0.35, 0.29, -0.61, 0.49, 0.29]
}


7.
{
  "formula": "H4O2",
  "method": "ωB97M-V/def2-TZVPD",
  "smiles": "O.O",
  "energy_ha": -152.8533,
  "de_lowest_kcal_mol": 13.6,
  "homo_lumo_gap_ev": 10.722,
  "largest_force_ev_per_a": 2.61,
  "symbols": ["O", "H", "H", "O", "H", "H"],
  "positions_angstrom": [[0.0504, 0.8309, 0.4146], [0.8249, 1.2462, 0.0352], [-0.6657, 1.4356, 0.2204], [0.1870, -1.4387, -0.1016], [-0.5651, -1.5684, -0.6792], [0.1685, -0.5055, 0.1106]],
  "atomic_forces_ev_per_a": [[0.0, 2.5, 0.6], [0.4, 0.2, -0.1], [-0.4, 0.1, 0.0], [0.3, -2.4, -0.5], [-0.1, -0.2, -0.1], [-0.3, -0.2, 0.1]],
  "mulliken_charge": [-0.65, 0.34, 0.33, -0.73, 0.26, 0.44]
}


8.
{
  "formula": "H4O2",
  "method": "ωB97M-V/def2-TZVPD",
  "smiles": "O.O",
  "energy_ha": -152.8707,
  "de_lowest_kcal_mol": 2.6,
  "homo_lumo_gap_ev": 11.293,
  "largest_force_ev_per_a": 1.86,
  "symbols": ["O", "H", "H", "O", "H", "H"],
  "positions_angstrom": [[1.4552, -0.0851, 0.0849], [0.4564, -0.0446, 0.0081], [1.8312, 0.5213, -0.5505], [-1.3016, 0.0099, -0.0992], [-2.0465, -0.5960, 0.0915], [-1.4695, 0.7214, 0.5649]],
  "atomic_forces_ev_per_a": [[-1.2, -0.2, 0.3], [1.6, -0.1, -0.2], [-0.1, 0.2, -0.2], [-1.3, 0.6, 1.2], [0.7, 0.2, -0.4], [0.3, -0.6, -0.8]],
  "mulliken_charge": [-0.67, 0.40, 0.31, -0.71, 0.33, 0.35]
}


9.
{
  "formula": "H4O2",
  "method": "ωB97M-V/def2-TZVPD",
  "smiles": "O.O",
  "energy_ha": -152.8710,
  "de_lowest_kcal_mol": 2.5,
  "homo_lumo_gap_ev": 11.796,
  "largest_force_ev_per_a": 2.66,
  "symbols": ["O", "H", "H", "O", "H", "H"],
  "positions_angstrom": [[-0.9425, 0.1692, 1.1673], [-0.5321, 0.0731, 0.3353], [-1.7778, 0.5338, 1.0446], [0.8636, -0.2176, -1.0736], [1.6015, -0.8372, -0.9828], [1.3396, 0.6178, -1.1466]],
  "atomic_forces_ev_per_a": [[1.4, -0.7, 2.2], [0.8, -0.2, -1.7], [-2.2, 0.9, -0.4], [0.6, 0.0, -0.1], [-0.4, -0.2, 0.1], [-0.3, 0.2, 0.0]],
  "mulliken_charge": [-0.63, 0.35, 0.31, -0.69, 0.32, 0.33]
}


10.
{
  "formula": "H4O2",
  "method": "ωB97M-V/def2-TZVPD",
  "smiles": "O.O",
  "energy_ha": -152.8603,
  "de_lowest_kcal_mol": 9.2,
  "homo_lumo_gap_ev": 11.477,
  "largest_force_ev_per_a": 3.69,
  "symbols": ["O", "H", "H", "O", "H", "H"],
  "positions_angstrom": [[1.6032, -0.2454, 0.0089], [0.6345, -0.2167, -0.0506], [1.8227, 0.5811, -0.4086], [-1.1156, -0.1252, -0.1331], [-2.0029, -0.6326, 0.1174], [-0.9419, 0.6388, 0.4661]],
  "atomic_forces_ev_per_a": [[-0.3, 0.1, 0.2], [0.2, -0.8, 0.0], [0.6, 0.4, -0.3], [-2.5, -0.8, 0.9], [3.0, 2.1, -0.4], [-1.0, -1.0, -0.3]],
  "mulliken_charge": [-0.65, 0.39, 0.30, -0.73, 0.34, 0.35]
}